# 1
The following is a DFT calculation (the ωB97M-V functional and the def2-TZVPD basis) of 2 unconnected molecules or ions with the total composition C6H13BrO.

ORCA input file:
```
! wB97M-V def2-TZVPD RIJCOSX def2/J DEFGRID3
* xyz 0 1
C 0.43 -1.23 -1.68
C 1.59 -1.02 0.59
C -0.54 3.19 1.27
C 0.29 -0.84 -0.17
C -0.50 2.36 -0.03
C -0.74 -1.58 0.61
O -1.58 2.37 -0.73
Br -2.45 -1.21 -0.12
H 0.71 -0.28 -2.23
H -0.47 -1.71 -1.99
H 1.22 -2.00 -1.84
H 1.69 -2.12 0.59
H 2.33 -0.52 0.18
H 1.35 -0.65 1.52
H -1.29 2.90 1.96
H -0.67 4.27 0.95
H 0.48 3.05 1.74
H -0.09 0.11 -0.15
H -0.89 -1.16 1.59
H -0.81 -2.62 0.53
H -2.29 2.95 -0.48
*
```

- Orbital gap: 9.03 eV
- Total energy: -2885.51765 Eh

=====

# 2
The following is a DFT calculation (the ωB97M-V functional and the def2-TZVPD basis) of a molecular structure, C6H13Cl2N2.

ORCA input file:
```
! wB97M-V def2-TZVPD RIJCOSX def2/J DEFGRID3
* xyz 1 1
C -0.96 1.66 -0.01
C -1.74 0.81 -1.06
C 0.62 1.46 -0.03
C -1.40 -0.61 -0.64
C 1.09 0.08 -0.35
C 0.03 -0.76 -0.98
N 1.47 -0.48 2.49
N 0.30 -1.70 -1.86
Cl -0.14 -0.94 3.10
Cl 2.52 -0.68 3.68
H -1.25 2.64 0.00
H -1.29 1.28 0.93
H -2.76 0.95 -0.98
H -1.29 0.99 -2.06
H 0.99 2.10 -0.80
H 0.83 1.70 0.95
H -1.83 -0.86 0.32
H -1.98 -1.27 -1.20
H 2.00 0.00 -0.94
H 1.36 -0.33 0.63
H -0.45 -2.17 -2.40
H 2.69 -2.00 3.63
H 1.19 -1.87 -2.41
*
```

- Orbital gap: 8.38 eV
- Total energy: -1265.87214 Eh

=====

# 3
The following is a DFT calculation (the ωB97M-V functional and the def2-TZVPD basis) of a gas-phase ion, C6H13N (charge -1).

ORCA input file:
```
! wB97M-V def2-TZVPD RIJCOSX def2/J DEFGRID3
* xyz -1 2
C 1.72 -0.66 0.39
C 0.67 -0.71 -0.73
C -0.57 0.03 -0.34
C -0.72 1.34 -0.50
C -1.86 2.19 0.02
C -1.59 -0.80 0.36
N 3.00 -1.14 -0.16
H 1.78 0.30 0.81
H 1.38 -1.34 1.18
H 0.47 -1.76 -0.95
H 1.12 -0.24 -1.60
H 0.03 1.92 -1.04
H -1.96 2.07 1.10
H -1.61 3.24 -0.15
H -2.84 2.02 -0.42
H -1.85 -1.72 -0.15
H -1.24 -1.21 1.32
H -2.54 -0.34 0.68
H 2.87 -2.12 -0.36
H 3.73 -1.07 0.53
*
```

- Orbital gap (spin up / spin down): 2.58 / 9.40 eV
- ⟨S²⟩: 0.750
- Total energy: -291.08487 Eh

=====

# 4
The following is a DFT calculation (the ωB97M-V functional and the def2-TZVPD basis) of a gas-phase ion, C6H13N (charge -1).

ORCA input file:
```
! wB97M-V def2-TZVPD RIJCOSX def2/J DEFGRID3
* xyz -1 2
C -1.86 -1.28 0.56
C -0.38 -1.67 0.65
C 0.63 -0.52 0.86
C 0.94 0.26 -0.37
C 2.17 0.13 -0.91
C -1.00 1.84 -0.04
N -0.04 1.10 -0.86
H -2.14 -0.69 1.43
H -2.49 -2.17 0.56
H -2.03 -0.67 -0.32
H -0.05 -2.27 -0.16
H -0.33 -2.30 1.55
H 0.14 0.15 1.58
H 1.54 -0.86 1.33
H 2.47 0.52 -1.87
H 2.84 -0.52 -0.36
H -1.90 2.07 -0.61
H -1.30 1.42 0.90
H -0.61 2.86 0.05
H 0.35 1.73 -1.55
*
```

- Orbital gap (spin up / spin down): 2.62 / 8.12 eV
- ⟨S²⟩: 0.750
- Total energy: -291.07576 Eh

=====

Values of max |F|, in order: 5.28 3.79 2.05 1.66, all in eV/A.